C34H43ClN10O2RbS4Sb | the ωB97M-V functional and the def2-TZVPD basis

XYZ file:
```
96
Properties=species:S:1:pos:R:3:mulliken_charge:R:1
Rb 1.480 -1.208 -1.234 0.52
C 1.954 -4.890 1.637 -0.90
N 1.314 -4.975 0.327 -0.36
C -0.080 -4.525 0.363 -0.24
C -0.638 -4.543 -1.019 -0.27
N -0.670 -3.506 -1.801 -0.01
C -1.176 -3.976 -3.004 0.72
C -1.401 -3.291 -4.195 -0.96
C -1.891 -4.009 -5.270 -0.54
C -2.154 -5.386 -5.167 -0.36
C -1.936 -6.079 -3.991 -1.02
C -1.444 -5.348 -2.914 0.27
N -1.102 -5.687 -1.621 -0.05
C 2.278 -3.502 2.111 0.46
N 1.455 -2.488 2.130 -0.47
C 2.229 -1.423 2.609 -0.29
C 1.927 -0.067 2.670 0.36
C 2.925 0.803 3.053 -0.43
C 4.213 0.344 3.368 -0.46
C 4.535 -0.995 3.295 -0.92
C 3.519 -1.857 2.907 0.23
N 3.519 -3.207 2.601 -0.06
H 2.873 -5.481 1.616 0.34
H 1.290 -5.376 2.359 0.32
H 1.828 -4.389 -0.324 0.31
H -0.196 -3.518 0.770 0.29
H -0.643 -5.213 1.003 0.36
H -1.167 -2.236 -4.256 0.51
H -2.074 -3.505 -6.211 0.43
H -2.529 -5.916 -6.034 0.37
H -2.135 -7.141 -3.921 0.37
H -1.051 -6.608 -1.226 0.23
H 0.980 0.303 2.313 0.51
H 2.743 1.868 3.008 0.40
H 4.990 1.070 3.569 0.31
H 5.553 -1.336 3.429 0.30
H 4.344 -3.753 2.428 0.31
S 5.728 2.537 0.201 -0.80
Sb 4.220 1.136 -0.840 0.78
S 4.543 -1.120 -0.219 -0.69
S 2.007 1.812 -0.294 -0.47
S 4.361 1.260 -3.181 -0.74
C -1.204 2.024 2.535 -2.00
C -2.687 2.241 2.849 3.22
C -3.319 0.913 3.292 -2.13
C -2.730 3.195 4.050 -2.16
C -3.500 2.860 1.679 1.93
O -4.856 3.074 2.155 -0.71
C -3.038 4.265 1.223 -1.62
C -1.685 4.559 0.541 -0.47
C -0.524 4.978 1.416 -0.20
C -0.670 5.938 2.417 -0.15
C 0.409 6.325 3.198 -0.97
C 1.649 5.750 2.962 0.36
Cl 3.003 6.240 3.958 -0.28
C 1.833 4.813 1.963 -0.85
C 0.738 4.439 1.194 0.44
C -3.844 1.905 0.499 -2.78
N -2.790 1.291 -0.281 1.12
C -2.235 0.069 -0.214 -0.07
N -1.263 -0.049 -1.091 0.01
C -1.265 1.164 -1.705 -0.61
N -2.190 1.989 -1.272 -1.01
H -0.779 1.386 3.311 0.77
H -0.648 2.957 2.557 0.05
H -0.997 1.550 1.578 0.10
H -2.863 0.599 4.233 0.51
H -3.138 0.108 2.579 0.18
H -4.395 1.010 3.441 0.44
H -2.139 2.759 4.858 0.47
H -3.742 3.341 4.439 0.50
H -2.285 4.165 3.819 0.42
H -4.824 3.809 2.774 0.53
H -3.134 4.920 2.097 0.58
H -3.834 4.581 0.542 0.34
H -1.880 5.384 -0.152 0.58
H -1.377 3.732 -0.088 -0.03
H -1.637 6.400 2.596 0.44
H 0.298 7.066 3.978 0.40
H 2.798 4.358 1.764 0.58
H 0.909 3.689 0.424 -0.06
H -4.442 2.483 -0.204 0.40
H -4.482 1.114 0.889 0.47
H -2.548 -0.684 0.490 0.35
H -0.548 1.450 -2.458 0.52
C 1.676 -2.219 -7.287 -0.97
N 1.628 -2.522 -5.880 -0.16
C 1.898 -1.624 -4.857 0.24
N 2.530 -0.475 -5.152 -0.14
O 1.532 -1.908 -3.714 -0.28
H 1.799 -3.141 -7.858 0.32
H 2.539 -1.597 -7.517 0.33
H 0.783 -1.698 -7.655 0.28
H 0.971 -3.223 -5.577 0.19
H 3.010 -0.380 -6.029 0.15
H 2.970 0.047 -4.355 -0.20
```

- DFT total energy: -118014.8109 eV
- Energy relative to the best compared isomer or geometry (same formula, charge and spin): 1.741 eV
- Net charge: -2